Entry 1:
111
Properties=species:S:1:pos:R:3:mulliken_spin:R:1 method="wB97M-V/def2-TZVPD" total_charge=-1 energy_ha=-3279.70223 spin_multiplicity=4
Pd -0.845 -1.376 0.776 0.11
S -1.740 -4.378 3.949 0.09
C -1.987 -2.744 4.626 0.52
C -1.767 -1.725 3.710 -0.17
C -1.391 -2.162 2.459 0.51
C -1.343 -3.668 2.415 0.21
C -1.006 -4.288 1.245 0.14
C -0.915 -5.696 1.008 0.22
C -0.591 -6.142 -0.237 -0.04
C -0.346 -5.208 -1.265 0.30
C -0.434 -3.843 -0.983 -0.03
N -0.749 -3.380 0.208 0.22
H -2.270 -2.652 5.666 0.02
H -1.860 -0.678 3.961 -0.02
H -1.105 -6.382 1.824 0.03
H -0.517 -7.203 -0.437 0.00
H -0.089 -5.526 -2.264 0.01
H -0.245 -3.087 -1.739 -0.07
C -4.412 -1.109 -3.179 0.00
C -3.486 -2.064 -2.430 -0.01
C -3.759 -3.500 -2.850 0.01
C -3.649 -1.900 -0.923 0.03
O -2.136 -1.808 -2.798 -0.01
Si -1.075 -0.581 -2.493 0.00
O -0.350 -0.644 -1.101 0.03
O -1.974 0.786 -2.730 0.00
C -1.564 2.138 -2.885 0.00
C -2.687 2.986 -2.307 0.00
C -1.377 2.422 -4.370 0.00
C -0.267 2.408 -2.130 0.01
O 0.069 -0.669 -3.701 0.00
C 0.167 -1.403 -4.904 0.00
C -1.051 -1.172 -5.795 0.00
C 0.323 -2.889 -4.585 -0.01
C 1.423 -0.893 -5.599 0.00
H -5.438 -1.221 -2.816 0.00
H -4.395 -1.320 -4.252 0.00
H -4.091 -0.078 -3.026 0.00
H -4.786 -3.786 -2.604 0.00
H -3.073 -4.176 -2.331 -0.01
H -3.611 -3.613 -3.927 0.00
H -4.673 -2.150 -0.630 0.00
H -3.441 -0.876 -0.594 -0.01
H -2.965 -2.564 -0.390 -0.01
H -3.624 2.757 -2.820 0.00
H -2.470 4.052 -2.425 0.00
H -2.813 2.768 -1.244 0.00
H -2.305 2.216 -4.909 0.00
H -0.588 1.782 -4.772 0.00
H -1.097 3.468 -4.530 0.00
H -0.390 2.123 -1.086 0.00
H -0.011 3.470 -2.188 0.00
H 0.558 1.818 -2.547 0.00
H -1.965 -1.465 -5.274 0.00
H -0.962 -1.763 -6.712 0.00
H -1.129 -0.117 -6.067 0.00
H -0.588 -3.274 -4.118 0.01
H 1.159 -3.029 -3.894 0.00
H 0.522 -3.459 -5.497 0.00
H 1.323 0.175 -5.809 0.00
H 1.592 -1.422 -6.542 0.00
H 2.290 -1.034 -4.950 0.00
C 7.333 3.282 2.559 0.00
C 6.010 2.651 2.207 0.00
C 4.948 3.411 1.744 0.00
C 3.720 2.833 1.420 -0.04
C 2.629 3.765 0.944 0.08
C 3.526 1.448 1.565 0.11
Te 1.513 0.594 1.075 0.21
N -0.802 0.495 1.511 0.54
C -1.955 1.177 1.428 -0.02
O -3.056 0.649 1.237 0.07
C -1.995 2.683 1.685 -0.04
C -3.215 3.242 2.047 -0.02
C -3.332 4.609 2.278 0.00
C -2.228 5.438 2.130 0.00
C -1.011 4.891 1.752 0.01
C -0.903 3.522 1.537 0.02
C 1.537 -0.273 3.022 0.10
C 1.596 -1.659 3.103 -0.04
C 1.616 -2.309 4.329 0.01
C 1.581 -1.559 5.493 -0.01
C 1.511 -0.174 5.416 0.01
C 1.478 0.493 4.191 -0.04
C 1.373 1.995 4.176 0.05
C 4.616 0.666 1.981 -0.05
C 4.576 -0.841 2.056 0.02
C 5.825 1.282 2.305 0.00
H 7.274 4.370 2.512 0.00
H 8.119 2.960 1.872 0.00
H 7.647 3.004 3.567 0.00
H 5.073 4.484 1.627 0.00
H 3.037 4.753 0.721 0.00
H 1.867 3.889 1.714 -0.03
H 2.129 3.400 0.043 0.00
H -4.066 2.578 2.128 0.00
H -4.289 5.028 2.566 0.00
H -2.318 6.505 2.300 0.00
H -0.144 5.530 1.618 0.00
H 0.033 3.099 1.229 0.00
H 1.619 -2.243 2.193 0.00
H 1.644 -3.392 4.367 0.00
H 1.598 -2.047 6.460 0.00
H 1.462 0.413 6.327 0.00
H 1.090 2.373 5.159 0.00
H 0.620 2.323 3.458 -0.03
H 2.328 2.449 3.895 -0.01
H 3.897 -1.263 1.314 0.00
H 4.241 -1.187 3.036 0.00
H 5.574 -1.248 1.878 0.00
H 6.654 0.657 2.633 0.00


Entry 2:
116
Properties=species:S:1:pos:R:3:lowdin_charge:R:1 method="wB97M-V/def2-TZVPD" total_charge=-2 de_lowest_ev=11.700
Sr -1.449 0.728 -0.324 1.28
C -4.968 -2.207 7.216 -0.12
C -5.253 -1.896 5.951 -0.10
C -4.160 -1.245 5.176 -0.35
C -4.094 -1.037 3.842 -0.20
C -3.016 -1.623 5.848 -0.02
C -3.579 -2.001 7.208 -0.07
P -2.864 -1.010 2.578 1.02
C -3.199 -2.746 2.038 -0.36
C -4.386 -2.830 1.287 -0.11
C -4.803 -4.081 0.840 -0.11
C -4.054 -5.215 0.869 -0.09
C -2.799 -5.049 1.416 -0.09
C -2.401 -3.895 2.119 -0.09
C -0.952 -0.924 3.040 -0.38
C -0.270 -1.582 4.196 -0.15
C 1.011 -1.161 4.577 -0.15
C 1.657 -0.063 3.885 -0.16
C 1.113 0.381 2.736 -0.23
C -0.208 0.086 2.352 -0.25
H -5.321 -2.622 8.078 0.07
H -6.349 -1.468 5.692 0.14
H -4.681 0.303 -3.655 0.20
H -2.121 -1.647 5.438 -0.01
H -3.111 -1.549 8.079 0.08
H -5.055 -1.980 1.152 0.11
H -5.827 -4.197 0.472 0.12
H -4.441 -6.122 0.434 0.11
H -2.062 -5.858 1.368 0.10
H -1.339 -3.783 2.320 0.07
H -0.872 -2.456 4.483 0.08
H 1.596 -1.812 5.324 0.11
H 2.568 0.389 4.403 0.11
H 1.437 1.221 2.001 0.09
C 2.500 -2.600 2.313 -0.11
N 2.608 -3.832 1.553 -0.13
C 2.123 -4.957 2.459 -0.07
C 1.665 -3.649 0.518 -0.47
N 0.559 -4.253 0.431 0.17
N 2.016 -2.668 -0.437 0.13
C 1.146 -1.978 -1.214 -0.51
N -0.199 -1.776 -0.812 0.08
N 1.730 -1.335 -2.206 0.10
H 1.474 -2.287 2.436 0.06
H 3.029 -1.774 1.825 0.10
H 2.961 -2.794 3.273 0.08
H 1.840 -5.867 1.930 0.09
H 1.303 -4.670 3.117 0.08
H 2.947 -5.122 3.147 0.08
H 0.260 -4.736 1.271 0.02
H 2.996 -2.585 -0.595 0.14
H -0.446 -2.270 0.032 0.05
H -0.828 -1.951 -1.613 0.11
H 1.093 -0.545 -2.517 0.04
S 1.158 2.644 -0.998 0.47
C 0.070 2.302 -2.160 -1.15
N -0.692 2.003 -3.014 0.02
O -5.075 0.622 -1.485 -0.07
C -4.472 -0.453 -1.819 -0.70
O -3.240 -0.609 -1.469 -0.26
C -5.072 -1.449 -2.668 -0.24
C -5.478 -0.741 -3.892 -0.16
C -6.240 -1.822 -4.730 -0.10
C -5.811 -3.159 -4.513 -0.07
C -5.315 -3.702 -3.305 -0.24
C -4.871 -2.749 -2.397 0.01
N -5.013 -5.052 -3.342 -0.41
O -4.421 -5.494 -2.307 -0.08
O -5.344 -5.817 -4.237 -0.05
H -6.336 -0.197 -3.518 0.07
H -6.260 -1.613 -5.838 0.06
H -5.700 -3.815 -5.412 0.11
H -4.432 -3.065 -1.447 0.10
C 3.750 2.772 -5.504 -0.30
P 2.573 3.893 -6.353 0.90
C 1.088 3.791 -5.215 -0.27
C 2.089 2.742 -7.667 -0.44
C 1.389 1.586 -7.323 -0.10
C 0.611 0.957 -8.255 -0.07
C 0.750 1.311 -9.606 -0.08
C 1.497 2.425 -9.964 -0.09
C 2.172 3.096 -8.960 -0.15
H 3.328 1.775 -5.432 0.03
H 4.116 3.059 -4.539 0.03
H 4.400 2.647 -6.362 0.02
H 0.496 3.037 -5.613 -0.02
H 0.490 4.674 -5.033 0.03
H 1.289 3.418 -4.237 0.00
H 1.309 1.356 -6.253 0.11
H -0.057 0.186 -7.957 0.10
H 0.177 0.762 -10.351 0.10
H 1.530 2.851 -10.954 0.09
H 2.571 4.054 -9.103 0.07
C 3.145 5.494 0.880 -0.23
C 4.263 4.812 1.647 -0.46
P 4.671 5.668 3.312 0.97
C 6.616 5.649 3.286 -0.41
C 7.345 6.731 4.116 -0.17
C 4.371 4.216 4.590 -0.40
C 2.931 3.994 5.263 -0.13
H 3.497 6.350 0.276 0.06
H 2.130 5.712 1.534 0.12
H 2.792 4.833 0.104 -0.01
H 5.240 4.977 1.017 0.09
H 4.130 3.661 1.808 0.10
H 6.911 5.774 2.377 -0.02
H 6.957 4.697 3.480 0.04
H 7.071 6.711 5.162 0.04
H 7.236 7.777 3.825 0.05
H 8.498 6.514 4.207 0.10
H 5.173 4.437 5.253 0.03
H 4.707 3.317 4.224 0.02
H 2.630 4.933 5.694 0.04
H 2.871 3.076 6.004 0.10
H 2.253 3.516 4.575 0.04
H -4.994 -0.476 3.252 0.13